No. 1
11
Properties=species:S:1:pos:R:3:forces:R:3:mulliken_charge:R:1 method="wB97M-V/def2-TZVPD" e_lumo_ev=-2.020 spin_multiplicity=1 smiles="O=C(S)C(=S)CO" charge=0 de_lowest_ev=3.218 mol_weight_da=136.20 energy_ev=-28937.8350
O 0.87846 0.26053 -1.55345 0.230 0.960 2.812 -0.5051
C 1.08158 0.44652 -0.34756 2.340 -0.805 -1.512 0.5081
S 2.80456 1.01538 0.18089 -2.397 0.385 -3.798 -0.2510
C 0.09231 -0.02650 0.68317 -0.320 0.595 -1.124 0.1296
S 0.41902 -0.18881 2.30419 -0.943 0.174 -2.820 -0.1819
C -1.18162 -0.32189 -0.24894 0.348 -3.352 0.317 -0.1684
O -2.03368 -1.06126 0.54827 -2.407 1.145 4.723 -0.5004
H 2.69895 1.32037 -1.31718 1.168 -0.359 2.997 0.1959
H -0.98934 -1.31445 -0.99683 0.485 3.498 1.210 0.2237
H -1.66870 0.55565 -0.81952 1.157 -1.102 1.042 0.2682
H -2.10153 -0.68555 1.56695 0.338 -1.139 -3.847 0.2814

---

No. 2
27
Properties=species:S:1:pos:R:3:forces:R:3:lowdin_spin:R:1 method="wB97M-V/def2-TZVPD" e_lumo_ev="-9.295 / -12.024" spin_multiplicity=3 s2=2.022 charge=+2 de_lowest_ev=2.024 mol_weight_da=178.24 energy_ev=-15495.8294
C 1.77302 0.18077 -2.23775 -0.263 -1.947 -1.095 0.1439
C -0.04741 0.92945 1.76805 1.296 -0.571 1.566 0.0119
C -0.43246 1.59189 0.63226 0.463 -0.032 -1.944 0.0286
C 0.28658 -0.37996 1.43200 -0.223 1.078 1.259 0.0302
C 0.28987 -1.55865 -0.70549 -2.058 -1.204 0.923 0.5872
C -0.52109 3.06930 0.46623 1.642 -1.547 -1.490 0.0047
C 1.03619 -1.35130 2.29177 -2.998 0.531 1.530 0.0039
C -1.15560 0.92155 -1.66043 -2.227 1.899 -2.317 0.0074
C 1.32668 -0.99961 -2.69523 2.831 -2.565 -2.193 0.5165
N 2.16935 1.14689 -1.75905 0.758 2.587 1.411 0.3592
N -0.04986 -0.57128 0.07641 -0.428 2.947 0.885 0.0970
N 0.22510 -2.79036 -0.38795 0.386 -2.733 -0.863 0.1043
N -0.45062 0.72882 -0.42524 0.070 -0.726 1.582 0.0229
H 0.17123 1.55398 2.68348 -0.271 -1.506 -0.860 0.0011
H -0.22646 3.58576 1.33004 1.177 0.330 1.337 0.0001
H -1.50421 3.37917 0.44495 -2.454 0.694 -1.118 0.0018
H 0.12848 3.32996 -0.41378 -0.979 0.159 0.733 0.0009
H 1.88646 -0.82570 2.63023 1.251 0.205 0.437 0.0016
H 1.22783 -2.27351 1.84918 0.884 -1.308 -0.893 0.0014
H 0.41193 -1.63785 3.22709 0.831 0.802 -1.405 -0.0001
H -0.64779 1.78177 -2.21054 -0.596 -1.056 0.732 -0.0003
H -1.12126 0.06483 -2.36863 0.100 0.357 0.908 0.0036
H -2.31418 1.25284 -1.55902 2.747 -1.017 0.206 0.0001
H 0.70835 -1.15976 -3.52005 -1.748 0.781 -1.039 0.0195
H 1.97059 -1.94167 -2.78014 -0.254 1.448 1.171 0.0196
H 0.44278 -3.61591 -1.06449 -0.190 2.053 1.293 0.0133
H -0.17429 -3.11562 0.51884 0.253 0.343 -0.758 0.0197

---

No. 3
46
Properties=species:S:1:pos:R:3:forces:R:3:mulliken_charge:R:1 method="wB97M-V/def2-TZVPD" e_lumo_ev=-2.817 spin_multiplicity=1 charge=+1 de_lowest_ev=5.388 mol_weight_da=271.23 energy_ev=-31206.1518
O -1.06393 0.15433 4.24312 -1.541 2.181 -0.468 -0.5994
H -0.51223 3.20452 -0.62863 -1.625 0.994 -4.751 0.2321
H -0.64965 -0.56449 3.89183 1.682 -3.598 -2.532 0.2679
O 0.72916 -4.00839 -1.12315 2.260 -6.700 2.863 -0.6554
H 0.16120 -4.82777 -0.77249 0.781 2.939 -1.150 0.3327
H 1.60326 -4.59608 -0.97522 -2.110 2.432 -0.648 0.3297
O -0.18134 3.21923 0.19149 1.482 -3.149 4.799 -0.4733
H 1.23321 -0.28073 2.62526 0.803 1.629 0.029 0.3039
H 0.05571 4.01270 0.59976 0.150 2.116 -0.024 0.2498
O -3.26834 -0.40146 -0.11040 0.508 -3.264 -3.758 -0.6468
H -3.70064 0.00899 -0.86534 -0.088 0.518 0.578 0.2972
H -3.19841 0.09682 0.63878 0.058 2.778 3.179 0.3111
O 0.00609 -2.49923 -2.64285 -0.244 0.823 -1.261 -0.5955
H -0.47374 -2.40650 -3.48292 0.217 0.274 0.438 0.2813
H 0.58426 -3.28754 -2.68099 -0.640 0.519 0.192 0.3287
O 0.83071 -1.11285 2.52701 -2.105 -1.268 1.450 -0.6003
H -0.96783 0.88801 -3.24532 1.900 2.157 0.943 0.5099
H -2.89628 2.69163 -1.73562 -0.442 -0.279 -1.023 0.3002
O -0.40133 1.67543 -2.78210 -1.557 -0.244 -5.645 -0.7141
H 4.23325 -2.30045 -0.34009 -2.045 0.997 -0.408 0.3080
H -2.29818 1.68461 -2.59974 3.546 -2.105 -0.277 0.1642
O 1.38696 -0.33975 0.32513 -0.666 -0.031 -0.723 -0.7950
H 0.24637 -1.34057 0.36772 -2.506 0.202 -0.923 0.6994
H 1.89862 0.40226 0.76177 -0.465 -0.228 -0.799 0.1683
O -3.01789 2.21848 -2.59121 -3.887 2.776 1.456 -0.5808
H 1.54512 -1.71452 2.43891 0.948 -0.968 -0.010 0.2740
H -2.37245 0.15751 -4.50471 -2.688 0.672 -1.494 0.3105
O 2.77921 1.81119 0.79859 -6.902 1.435 -2.505 -0.6378
H 0.84705 1.54338 3.65513 -0.772 -0.090 0.449 0.2934
O -2.26220 1.19134 2.34580 1.042 0.028 -0.272 -0.7143
H -1.78300 0.75475 3.13583 -1.183 1.477 -1.844 0.4194
H -1.61423 1.74975 1.84748 -0.692 -0.695 0.773 0.3010
O 3.50674 -1.61853 -0.56331 2.364 -2.450 0.662 -0.6401
H 2.05582 -0.98926 0.10514 0.788 -0.204 -0.438 0.5791
H 4.10062 -0.88685 -0.68548 0.045 1.233 -0.405 0.3031
O -1.48924 0.05485 -4.29492 4.480 -0.946 -0.542 -0.6466
H -0.34457 1.40431 -1.94738 0.986 -1.679 5.625 0.2901
H -0.79667 0.34740 -4.98395 -2.318 -0.528 1.163 0.3700
O 1.51272 2.10210 3.26749 0.573 1.378 0.270 -0.5855
H -0.71705 0.10804 5.07634 0.792 0.547 4.043 0.3090
H 1.51552 2.94906 3.78286 -0.101 -1.226 -0.601 0.2638
O -0.67752 -1.90460 -0.14152 3.782 1.602 -2.745 -0.5238
H -0.19155 -1.90172 -1.21254 -1.534 -1.198 2.290 0.6138
H -1.44054 -1.33202 -0.40569 -0.150 0.331 1.247 0.3608
H 3.47529 1.69249 1.31276 4.928 -0.513 3.974 0.2940
H 2.01192 2.19012 1.37739 2.145 -0.676 -1.174 0.3428

---

No. 4
14
Properties=species:S:1:pos:R:3:forces:R:3:lowdin_spin:R:1 method="wB97M-V/def2-TZVPD" e_lumo_ev="-9.693 / -14.534" spin_multiplicity=2 s2=0.755 charge=+2 de_lowest_ev=2.282 mol_weight_da=90.10 energy_ev=-8802.6689
O -1.84958 0.77993 0.38528 -0.306 0.413 0.307 0.8069
C -2.26289 1.50837 1.30627 0.634 1.826 0.829 0.1024
O -1.80269 2.70663 1.51282 -3.083 -0.233 2.173 0.0394
H -2.99758 1.00444 1.97737 -0.089 0.050 -0.212 0.0498
H -2.40788 3.20026 2.29577 2.212 -1.433 -2.500 0.0012
C 2.41509 -1.20068 -0.98052 0.280 -0.491 2.384 0.0001
C -0.03904 -1.11216 -0.69708 -0.454 0.773 0.025 0.0001
N 1.09955 -0.48037 -0.56429 -2.227 -2.101 -1.882 -0.0003
H 3.07320 -1.08672 -0.07026 -0.169 0.057 -1.599 0.0000
H 2.74744 -0.83060 -1.94811 0.086 0.754 0.383 0.0000
H 2.27572 -2.29614 -1.16951 -0.633 0.963 0.559 0.0000
H -0.19756 -2.17850 -0.44120 0.738 0.417 -0.865 0.0001
H -0.97244 -0.54242 -1.04798 1.635 -0.876 1.004 -0.0005
H 0.91868 0.52797 -0.55858 1.375 -0.117 -0.606 0.0007

---

No. 5
20
Properties=species:S:1:pos:R:3:forces:R:3:mulliken_charge:R:1 method="wB97M-V/def2-TZVPD" e_lumo_ev="-5.503 / -3.234" spin_multiplicity=1 charge=+1 de_lowest_ev=4.616 mol_weight_da=173.70 energy_ev=-29754.3255
C -2.07200 -0.31080 0.97646 -0.152 1.099 1.632 -0.1996
C -0.76832 -0.33501 1.45267 -1.822 0.223 1.180 -0.4429
C -0.80765 -1.17716 -0.52984 0.098 -0.262 -2.346 -0.1750
C 3.75411 2.97830 0.00634 4.903 1.658 1.195 -0.5995
C 2.76220 2.26952 -0.18515 -1.663 -0.872 -0.586 -0.1834
C -3.14110 -0.81159 -1.21912 -0.733 1.464 -0.449 -0.7774
N -2.06809 -0.83787 -0.24784 1.607 0.357 -0.925 0.1064
N -0.01427 -0.88062 0.49308 0.023 -0.882 -1.742 0.2602
Si 1.77185 -1.07707 0.38688 0.576 0.077 -0.163 0.1983
Cl 1.98508 -2.85396 -0.60345 0.084 0.176 0.163 -0.1778
H -3.03033 0.11654 1.25388 0.527 -0.105 0.865 0.3993
H -0.31703 -0.18388 2.41340 -0.320 0.501 0.264 0.4045
H -0.45167 -1.48201 -1.54488 -0.481 0.073 1.274 0.3405
H 4.15596 3.78725 -0.63885 -0.687 -0.175 0.318 0.2503
H 4.53090 2.70197 0.79768 -0.912 0.365 -0.677 0.1946
H 1.98371 1.62723 -0.30797 -1.751 -1.102 -0.385 0.4398
H -2.71406 -0.43682 -2.17986 -0.675 -0.640 0.659 0.3037
H -3.52037 -1.78904 -1.20489 -0.540 -1.453 -0.909 0.3599
H -4.03928 -0.18518 -0.93245 1.504 -0.285 0.035 0.3122
H 2.00034 -1.11979 1.81390 0.417 -0.219 0.597 -0.0141

---

No. 6
10
Properties=species:S:1:pos:R:3:forces:R:3:mulliken_charge:R:1 method="wB97M-V/def2-TZVPD" e_lumo_ev="-6.860 / -6.860" spin_multiplicity=1 charge=+1 de_lowest_ev=3.029 mol_weight_da=56.09 energy_ev=-4687.0875
C 1.29883 0.50838 -0.04226 0.478 2.489 -0.153 -0.2574
C 0.54832 -0.60216 0.16118 0.400 -3.239 1.942 -0.4257
C -1.00577 -0.14605 -0.49886 1.203 0.017 -1.812 0.0037
N -1.85337 0.26487 0.20088 -1.335 -0.138 -1.595 -0.1987
H 1.55636 1.16823 0.90632 -0.410 -1.122 -2.447 0.2815
H 1.46657 0.87202 -1.10895 0.368 -0.334 1.648 0.2959
H 0.74925 -1.63566 -0.31922 -0.508 1.934 -0.039 0.3362
H 0.38735 -0.80218 1.24713 -0.074 0.071 -0.853 0.3087
H -1.03016 -0.22520 -1.60212 0.309 -0.347 0.576 0.3943
H -2.11738 0.59775 1.05590 -0.434 0.670 2.732 0.2615

---

Please write out number 6 again, unchanged.
10
Properties=species:S:1:pos:R:3:forces:R:3:mulliken_charge:R:1 method="wB97M-V/def2-TZVPD" e_lumo_ev="-6.860 / -6.860" spin_multiplicity=1 charge=+1 de_lowest_ev=3.029 mol_weight_da=56.09 energy_ev=-4687.0875
C 1.29883 0.50838 -0.04226 0.478 2.489 -0.153 -0.2574
C 0.54832 -0.60216 0.16118 0.400 -3.239 1.942 -0.4257
C -1.00577 -0.14605 -0.49886 1.203 0.017 -1.812 0.0037
N -1.85337 0.26487 0.20088 -1.335 -0.138 -1.595 -0.1987
H 1.55636 1.16823 0.90632 -0.410 -1.122 -2.447 0.2815
H 1.46657 0.87202 -1.10895 0.368 -0.334 1.648 0.2959
H 0.74925 -1.63566 -0.31922 -0.508 1.934 -0.039 0.3362
H 0.38735 -0.80218 1.24713 -0.074 0.071 -0.853 0.3087
H -1.03016 -0.22520 -1.60212 0.309 -0.347 0.576 0.3943
H -2.11738 0.59775 1.05590 -0.434 0.670 2.732 0.2615

---

What is the charge in the fourth record?
+2